Below is one molecule with the formula C5H6O2, with properties calculated with ωB97M-V/def2-TZVPD.

Positions of all 13 atoms, in Å:
O 2.016 2.506 1.758
C 1.236 1.809 1.163
C 0.768 0.458 1.701
C -0.020 -0.274 0.712
C -0.667 -0.772 -0.175
C -1.394 -1.366 -1.309
O -0.645 -1.335 -2.507
H 0.803 2.108 0.186
H 1.654 -0.104 2.019
H 0.181 0.648 2.609
H -1.709 -2.389 -1.054
H -2.300 -0.785 -1.503
H 0.200 -1.767 -2.331

Frontier orbital gap, eV: 10.6524
Charge: 0
Energy above the lowest of the compared OMol25 structures with the same formula, charge and spin, eV: 2.386